1.
One molecule with the formula C4H4F2S, computed with the ωB97M-V functional and the def2-TZVPD basis.

**Strongest force on any atom**: 0.80 eV Å⁻¹
**Energy above the lowest of the compared OMol25 structures with the same formula, charge and spin**: 132.6 kJ/mol
**SMILES string**: F[C@@H]1C[C@@H](F)C1=S
**Highest occupied orbital energy**: -0.3364 Eh
**Gap between HOMO and LUMO**: 8.2 eV
**Multiplicity**: 1

Structure (XYZ):
```
11
Properties=species:S:1:pos:R:3:forces:R:3:nbo_charge:R:1
C -0.919 0.094 0.588 0.148 0.215 -0.158 0.14
C -0.300 -0.886 -0.421 0.031 -0.463 -0.553 -0.48
C 0.957 0.007 -0.532 -0.555 0.494 0.159 0.14
C 0.321 0.987 0.475 0.120 -0.114 -0.153 -0.16
H -1.822 0.585 0.241 -0.244 0.103 0.052 0.19
H -0.108 -1.877 0.002 -0.009 0.199 -0.054 0.24
H -0.837 -1.009 -1.387 0.271 0.211 0.722 0.24
H 1.878 -0.412 -0.162 0.387 -0.271 0.042 0.19
F -1.133 -0.408 1.847 -0.065 -0.083 0.054 -0.34
F 1.181 0.551 -1.776 0.023 -0.054 -0.015 -0.34
S 0.783 2.366 1.126 -0.108 -0.238 -0.096 0.19
```
Positions in Å, forces in eV/Å.

2.
C18H27O2Tl as an isolated structure at a distorted geometry, computed with the ωB97M-V functional and the def2-TZVPD basis.

**Strongest force on any atom**: 4.41 eV Å⁻¹
**Net charge**: -2
**Highest occupied orbital energy**: -0.0144 Eh
**Gap between HOMO and LUMO**: 5.2 eV
**Multiplicity**: 1

Structure (XYZ):
```
48
Properties=species:S:1:pos:R:3:forces:R:3:nbo_charge:R:1
Tl -0.279 0.302 0.360 -0.541 -0.723 -0.852 0.77
C -1.870 1.750 -2.050 0.949 0.027 -0.597 -0.38
C -0.786 2.673 -1.890 -0.059 -0.792 -0.537 -0.37
C 0.351 2.140 -2.575 -0.892 -0.358 0.091 -0.38
H -0.825 3.621 -1.357 0.026 -0.201 -0.010 0.19
C -0.030 0.892 -3.159 -0.648 0.569 0.402 -0.36
C -1.400 0.650 -2.836 0.457 0.952 0.067 -0.35
H -1.991 -0.205 -3.157 0.157 0.101 0.175 0.19
H -2.877 1.877 -1.659 0.177 -0.067 0.000 0.19
H 1.325 2.619 -2.664 -0.099 -0.069 0.051 0.17
H 0.606 0.256 -3.773 -0.086 0.032 0.176 0.18
C -0.782 -2.621 1.783 0.550 -0.256 -0.720 -0.37
C -1.378 -2.941 0.523 0.965 -0.046 0.128 -0.36
C -0.331 -3.088 -0.438 0.157 -0.058 0.990 -0.35
H -2.441 -3.076 0.335 0.198 0.144 0.005 0.18
C 0.916 -2.873 0.229 -0.980 -0.042 0.496 -0.38
C 0.638 -2.580 1.603 -0.626 -0.312 -0.661 -0.38
H 1.379 -2.380 2.373 -0.140 0.060 -0.108 0.18
H -1.311 -2.456 2.721 0.094 0.035 -0.192 0.19
H -0.454 -3.347 -1.487 -0.004 0.151 0.154 0.18
H 1.904 -2.955 -0.216 -0.121 0.082 -0.015 0.17
O 2.195 0.655 0.768 4.222 -0.643 -1.092 -0.61
C 3.765 0.275 0.164 -2.927 0.293 0.935 0.35
C 4.196 1.669 0.634 -0.597 -0.069 0.158 -0.49
C 3.622 0.055 -1.319 -0.136 0.002 0.090 -0.65
C 4.296 -0.894 0.950 -0.257 0.017 -0.054 -0.65
C 2.749 1.945 1.073 -0.443 0.502 0.163 -0.05
H 4.550 2.318 -0.172 0.097 -0.105 0.129 0.20
H 4.899 1.645 1.472 0.052 0.001 -0.224 0.19
H 2.612 2.149 2.145 0.050 0.194 -0.288 0.18
H 2.245 2.724 0.473 0.136 -0.170 0.321 0.19
H 4.602 -0.209 -1.732 0.060 0.018 -0.041 0.19
H 3.251 0.957 -1.820 -0.017 -0.228 0.127 0.24
H 2.924 -0.770 -1.520 0.114 0.241 0.115 0.26
H 5.364 -1.004 0.733 0.050 -0.014 -0.005 0.19
H 3.778 -1.814 0.662 0.020 0.127 0.103 0.24
H 4.167 -0.734 2.026 0.000 -0.006 -0.232 0.22
C -1.707 1.385 4.198 -0.040 0.154 0.276 -0.62
C -1.814 1.721 2.716 0.928 -0.413 -0.742 0.11
C -2.487 3.059 2.436 -0.093 0.256 0.158 -0.62
O -0.554 1.687 2.135 -0.343 0.609 0.881 -1.03
H -1.075 2.130 4.698 -0.028 0.006 -0.019 0.18
H -1.232 0.407 4.329 -0.071 0.117 -0.133 0.21
H -2.687 1.369 4.684 -0.121 -0.008 0.132 0.16
H -2.477 0.943 2.273 -0.084 -0.021 0.014 0.12
H -1.855 3.873 2.812 -0.018 -0.051 0.014 0.18
H -2.608 3.205 1.357 0.071 -0.110 0.134 0.22
H -3.470 3.125 2.913 -0.158 0.070 0.037 0.16
```
Positions in Å, forces in eV/Å.

3.
A 9-piece molecular cluster, C19H44N5O17 overall at a distorted geometry, computed with the ωB97M-V functional and the def2-TZVPD basis.

**Strongest force on any atom**: 4.29 eV Å⁻¹
**Energy above the lowest of the compared OMol25 structures with the same formula, charge and spin**: 391.5 kJ/mol
**Net charge**: +1
**Highest occupied orbital energy**: -0.2975 Eh
**Gap between HOMO and LUMO**: 3.6 eV
**Multiplicity**: 1

Structure (XYZ):
```
85
Properties=species:S:1:pos:R:3:forces:R:3:mulliken_charge:R:1
C 3.075 16.931 4.931 0.054 0.782 -0.719 -1.36
C 3.593 16.183 6.079 -0.528 0.930 0.733 0.67
O 3.276 15.098 6.418 0.517 -0.414 0.217 -0.28
N 4.619 16.962 6.901 0.119 -1.934 -0.501 0.23
H 4.739 17.934 6.635 -0.008 -0.041 -0.230 0.47
H 4.289 16.938 7.878 -1.111 -0.077 1.056 0.13
C 5.931 16.166 7.014 -0.441 1.404 0.702 -0.82
H 2.189 17.530 5.155 -0.003 -0.156 0.497 0.30
H 2.795 16.242 4.138 0.206 0.076 -0.089 0.35
H 3.835 17.659 4.645 -0.109 -0.130 -0.557 0.40
H 6.653 16.905 6.679 0.593 -0.650 0.046 0.44
H 5.928 15.209 6.504 -0.253 0.257 -0.373 0.26
H 5.995 15.975 8.086 0.515 0.011 -0.057 0.37
C 2.586 8.266 9.645 -1.581 -0.244 0.175 -0.64
C 1.753 8.630 8.434 2.097 -0.082 -0.339 0.82
O 1.228 7.802 7.756 -0.498 0.718 -0.020 -0.52
N 1.829 10.049 7.919 -1.769 -0.779 -1.024 0.87
H 1.145 10.606 8.471 -0.139 0.187 1.042 0.40
H 2.714 10.568 8.025 1.012 -0.190 0.855 -0.25
C 1.476 10.193 6.465 0.492 1.028 0.709 -0.72
H 2.380 8.862 10.538 0.065 0.254 -0.150 0.34
H 3.652 8.203 9.449 -0.054 0.171 -0.260 -0.21
H 2.140 7.286 9.818 0.621 -0.223 0.432 0.37
H 0.564 9.717 6.124 0.158 -0.455 0.395 0.33
H 2.373 9.908 5.923 -0.281 -0.115 -0.372 0.28
H 1.333 11.272 6.402 0.133 -0.006 -0.525 0.27
C -2.165 15.169 9.891 -0.049 -1.008 -0.772 -1.10
C -0.822 14.598 10.232 -0.821 0.153 0.390 0.57
O -0.383 14.653 11.319 1.121 -0.523 -0.077 -0.35
N -0.056 13.934 9.069 -1.296 0.265 0.298 0.51
H 0.412 13.088 9.438 0.897 -0.325 0.524 -0.31
H -0.727 13.461 8.465 -0.393 0.420 0.034 0.48
C 0.758 14.927 8.245 0.358 -1.996 0.399 -0.52
H -1.999 16.169 9.494 -0.422 0.077 0.056 0.31
H -2.806 15.109 10.765 0.315 0.581 0.231 0.36
H -2.667 14.513 9.175 0.084 0.356 -0.410 0.36
H 0.698 14.508 7.243 -0.019 0.592 -0.216 0.35
H 1.766 14.712 8.590 0.144 0.949 -0.046 0.03
H 0.378 15.936 8.364 0.267 0.067 0.018 0.35
C 7.965 11.453 9.371 0.589 1.363 -0.761 -0.21
C 8.373 10.944 8.040 -1.702 -1.478 0.272 0.24
O 7.649 10.722 7.128 0.938 0.151 -0.428 -0.44
N 9.846 10.426 7.882 -0.517 1.123 0.951 -0.14
H 10.197 10.326 8.836 0.274 -0.078 -0.055 0.40
H 9.849 9.510 7.443 -0.125 0.087 -0.250 0.40
C 10.673 11.445 7.115 -0.551 -1.399 -0.005 -0.78
H 7.222 12.212 9.119 -0.192 0.067 0.293 -0.25
H 8.788 11.993 9.840 -0.117 -0.218 0.571 0.48
H 7.446 10.717 9.984 0.302 -0.196 0.021 0.27
H 10.054 11.736 6.269 0.197 0.160 -0.047 0.33
H 11.500 10.817 6.793 0.555 0.910 -0.117 0.38
H 10.878 12.272 7.786 0.321 -0.016 -0.155 0.33
C 5.960 8.237 7.544 0.196 -2.086 -0.062 -0.69
C 5.188 6.971 7.090 0.680 2.442 1.723 0.28
O 4.019 6.938 6.999 -0.038 -1.189 -0.508 -0.41
N 6.088 5.813 6.692 -0.302 1.280 -1.827 -0.10
H 7.060 6.004 6.918 -0.101 0.034 0.597 0.40
H 5.818 4.901 7.062 -0.275 0.037 0.006 0.41
C 6.097 5.737 5.125 0.733 -3.306 1.532 -0.88
H 6.953 8.010 7.941 0.129 -0.258 -0.313 0.43
H 5.438 8.634 8.412 -0.426 0.823 -0.682 0.07
H 6.070 8.813 6.628 -0.285 0.783 0.467 0.34
H 6.813 4.909 5.149 0.196 0.104 -1.336 0.43
H 6.497 6.542 4.522 -0.391 0.581 0.639 0.32
H 5.173 5.242 4.843 -0.283 0.788 -0.284 0.37
O 2.331 11.628 11.174 -1.075 0.041 -0.110 -0.39
C 1.180 10.925 10.985 -0.420 -2.116 0.454 0.70
O 0.958 9.911 11.658 0.621 0.885 -0.024 -0.74
O 0.432 11.262 9.991 0.120 1.397 -1.001 -1.03
H 2.248 12.313 10.493 0.846 0.125 0.081 0.22
O 3.505 16.313 9.274 1.132 -0.723 -0.436 -0.33
C 2.734 17.376 9.695 -2.927 2.213 1.848 0.63
O 2.611 17.518 10.918 0.639 -0.535 -0.693 -0.68
O 2.130 18.054 8.813 1.163 -1.043 -1.135 -0.78
H 3.916 16.004 10.113 0.585 -0.079 -0.073 0.15
O 7.435 14.616 10.115 -0.164 -0.871 -0.788 -0.48
C 6.775 14.937 11.291 -2.101 1.312 3.504 0.69
O 5.642 15.497 11.115 0.402 -0.493 -1.373 -0.71
O 7.234 14.675 12.407 1.164 -0.406 -1.325 -0.73
H 6.589 14.500 9.640 0.711 0.127 -0.638 0.20
O 5.218 13.313 8.603 -2.585 -0.668 -0.434 -0.07
C 4.259 12.324 8.488 -0.816 -3.644 0.580 0.42
O 3.071 12.622 8.725 -0.492 2.146 -0.382 -0.42
O 4.505 11.102 8.273 1.852 0.277 -0.759 -1.18
H 4.420 13.884 8.789 1.548 1.618 0.393 -0.01
```
Positions in Å, forces in eV/Å.

4.
C14H23F6HgN16OSSbSi as an isolated structure at a distorted geometry, computed with the ωB97M-V functional and the def2-TZVPD basis.

**Strongest force on any atom**: 1.04 eV Å⁻¹
**Energy above the lowest of the compared OMol25 structures with the same formula, charge and spin**: 164.5 kJ/mol
**Net charge**: -2
**Highest occupied orbital energy**: -0.1055 Eh
**Gap between HOMO and LUMO**: 7.0 eV
**Multiplicity**: 1

Structure (XYZ):
```
64
Properties=species:S:1:pos:R:3:forces:R:3:nbo_charge:R:1
Hg 0.928 -0.455 -0.192 0.341 0.180 -0.137 1.47
C -5.304 0.642 -3.942 0.016 -0.007 -0.003 -1.11
Si -3.583 1.006 -3.253 0.030 0.040 0.008 1.65
C -2.462 1.329 -4.722 -0.035 -0.018 0.010 -1.12
C -3.711 2.523 -2.160 -0.006 -0.039 -0.028 -1.12
C -3.041 -0.483 -2.250 -0.041 0.009 -0.016 -0.55
C -3.881 -1.575 -2.068 -0.012 0.025 -0.021 -0.15
C -3.513 -2.649 -1.266 0.011 -0.028 0.026 -0.32
C -2.283 -2.581 -0.634 -0.049 0.063 -0.040 0.07
N -1.455 -1.557 -0.787 0.031 -0.032 -0.004 -0.50
C -1.791 -0.534 -1.585 0.009 -0.008 0.033 0.10
S -0.602 0.731 -1.726 0.028 -0.161 0.242 -0.36
H -5.637 1.485 -4.554 0.001 0.004 0.006 0.23
H -6.039 0.497 -3.148 0.004 -0.004 0.006 0.23
H -5.306 -0.249 -4.576 0.000 0.002 -0.003 0.23
H -2.869 2.139 -5.335 0.008 0.002 0.002 0.22
H -2.377 0.437 -5.347 -0.005 0.000 0.001 0.23
H -1.460 1.606 -4.395 0.001 0.000 0.009 0.26
H -3.936 3.417 -2.749 -0.005 -0.007 -0.007 0.22
H -2.775 2.690 -1.625 0.003 0.008 -0.008 0.27
H -4.503 2.394 -1.420 -0.003 -0.002 0.001 0.23
H -4.851 -1.591 -2.557 0.003 0.001 -0.001 0.20
H -4.163 -3.502 -1.125 -0.005 -0.002 0.002 0.20
H -1.935 -3.364 0.031 -0.001 -0.016 -0.005 0.20
N 3.879 -2.248 0.949 0.009 -0.096 0.014 -0.60
C 3.259 -2.774 -0.164 -0.010 -0.024 -0.049 0.43
N 3.701 -3.871 -0.760 0.009 0.004 0.019 -0.42
N 2.859 -4.037 -1.803 -0.004 0.002 -0.014 -0.14
N 1.976 -3.102 -1.827 -0.056 -0.006 -0.009 -0.13
N 2.201 -2.267 -0.785 -0.025 0.036 0.065 -0.54
C 3.459 -1.207 1.744 -0.007 -0.017 0.128 0.44
N 4.041 -0.973 2.919 0.108 -0.081 -0.161 -0.40
N 3.449 0.132 3.371 -0.052 0.085 0.019 -0.06
N 2.562 0.529 2.532 -0.090 -0.320 0.008 -0.18
N 2.522 -0.309 1.469 0.007 -0.082 -0.055 -0.50
H 4.570 -2.843 1.373 -0.002 0.006 -0.007 0.41
N 5.574 1.673 -3.340 0.042 -0.009 0.006 -0.62
N 4.634 1.775 -2.315 0.031 -0.027 -0.041 0.14
N 4.616 2.776 -1.468 -0.026 -0.030 -0.040 -0.29
C 3.568 2.448 -0.717 -0.073 0.082 -0.009 0.12
N 3.000 1.303 -1.129 -0.118 0.017 -0.160 -0.30
N 3.699 0.883 -2.152 0.105 -0.017 -0.026 -0.07
H 6.485 1.676 -2.892 0.006 -0.027 0.003 0.36
H 5.421 0.748 -3.732 -0.022 0.022 -0.027 0.38
H 3.233 3.007 0.144 0.061 0.016 -0.253 0.27
C -1.564 -0.339 4.971 0.103 -0.110 -0.002 -0.40
N -1.006 -1.357 4.107 -0.027 0.142 0.107 -0.43
C -0.884 -2.694 4.627 -0.006 -0.060 0.054 -0.42
C -0.570 -1.066 2.863 -0.003 -0.346 -0.399 0.54
O -0.131 -1.899 2.079 -0.043 0.332 0.212 -0.66
H -2.606 -0.575 5.215 0.037 0.043 0.005 0.17
H -1.515 0.633 4.487 0.024 0.054 -0.089 0.25
H -0.989 -0.273 5.897 -0.001 0.004 0.035 0.19
H -1.869 -3.131 4.825 0.005 0.005 -0.007 0.17
H -0.316 -2.686 5.562 0.005 0.007 -0.007 0.19
H -0.361 -3.303 3.894 -0.016 0.013 0.002 0.25
H -0.681 -0.008 2.603 0.105 0.152 -0.024 0.16
F 0.645 1.763 1.368 0.201 -0.131 0.202 -0.70
Sb 1.573 2.827 2.698 -0.791 0.563 0.363 3.10
F 3.378 2.875 2.024 -0.122 -0.131 0.416 -0.68
F 1.490 1.884 4.373 0.095 -0.035 -0.278 -0.68
F 2.168 4.266 3.818 0.017 -0.042 -0.029 -0.70
F -0.250 3.235 3.214 0.104 0.023 -0.054 -0.71
F 1.333 4.177 1.339 0.095 -0.027 0.011 -0.71
```
Positions in Å, forces in eV/Å.

5.
One molecule with the formula C15H20N2O5S at a distorted geometry, computed with the ωB97M-V functional and the def2-TZVPD basis.

**Strongest force on any atom**: 1.07 eV Å⁻¹
**Energy above the lowest of the compared OMol25 structures with the same formula, charge and spin**: 252.8 kJ/mol
**SMILES string**: CC(=O)c1cccc(N(CC(=O)N2CCOCC2)S(C)(=O)=O)c1
**Highest occupied orbital energy**: -0.3196 Eh
**Gap between HOMO and LUMO**: 9.2 eV
**Multiplicity**: 1

Structure (XYZ):
```
43
Properties=species:S:1:pos:R:3:forces:R:3:nbo_charge:R:1
C -2.182 -2.347 -0.703 -0.201 -0.252 0.023 -0.73
C -1.191 -3.309 -0.100 -0.319 0.091 -0.132 0.58
O -1.479 -4.458 0.151 0.066 0.029 -0.021 -0.53
C 0.183 -2.785 0.129 0.626 -0.161 0.227 -0.15
C 1.243 -3.687 0.121 -0.174 0.052 -0.022 -0.18
C 2.536 -3.225 0.286 -0.075 0.014 -0.062 -0.20
C 2.785 -1.878 0.469 -0.086 -0.086 0.059 -0.24
C 1.730 -0.961 0.493 0.128 -0.913 -0.037 0.13
C 0.430 -1.429 0.325 0.028 -0.027 -0.008 -0.18
H -0.405 -0.749 0.349 -0.141 0.090 -0.054 0.21
N 2.007 0.390 0.714 0.562 0.875 -0.271 -0.66
S 3.404 1.080 0.055 0.273 -0.090 -0.243 2.31
O 4.551 0.497 0.684 -0.011 -0.254 -0.099 -0.94
O 3.241 2.498 0.189 -0.326 0.136 -0.214 -0.95
C 3.407 0.620 -1.688 -0.221 0.178 0.738 -0.88
H 4.189 1.199 -2.162 0.226 0.112 0.061 0.25
H 3.608 -0.440 -1.760 0.044 -0.178 -0.010 0.25
H 2.432 0.871 -2.087 -0.066 0.011 -0.041 0.28
C 0.928 1.306 0.976 0.055 0.182 -0.070 -0.34
H 0.332 0.914 1.804 0.053 0.044 -0.033 0.22
C 0.073 1.551 -0.267 -0.024 0.209 0.039 0.69
O 0.443 1.193 -1.370 0.069 -0.134 -0.019 -0.65
N -1.096 2.205 -0.084 -0.160 0.218 -0.127 -0.43
C -1.667 2.583 1.187 -0.143 -0.176 0.142 -0.25
H -2.206 3.524 1.030 0.120 -0.037 0.078 0.20
C -2.650 1.474 1.629 -0.006 0.129 0.189 -0.08
H -2.189 0.783 2.338 -0.013 0.091 0.005 0.19
O -3.025 0.682 0.523 0.013 -0.206 0.003 -0.53
C -3.350 1.466 -0.603 -0.093 0.122 -0.071 -0.09
H -3.751 0.774 -1.344 -0.020 0.135 -0.002 0.21
C -2.089 2.186 -1.142 0.036 -0.150 -0.206 -0.25
H -2.326 3.208 -1.452 -0.002 -0.057 -0.029 0.20
H -1.651 1.650 -1.985 -0.103 0.124 0.091 0.25
H -4.130 2.193 -0.338 0.008 -0.071 -0.037 0.16
H -3.540 1.919 2.097 0.101 -0.048 -0.005 0.17
H -0.896 2.757 1.933 -0.049 0.058 0.009 0.22
H 1.397 2.249 1.268 -0.332 -0.047 0.121 0.28
H 3.790 -1.521 0.618 0.071 -0.092 0.047 0.25
H 3.362 -3.920 0.279 0.079 -0.048 0.000 0.22
H 1.033 -4.736 -0.022 -0.029 -0.083 0.001 0.23
H -2.499 -1.616 0.039 0.003 0.126 0.030 0.25
H -1.729 -1.812 -1.535 0.034 0.119 -0.062 0.23
H -3.056 -2.896 -1.043 0.002 -0.035 0.016 0.24
```
Positions in Å, forces in eV/Å.

no.,E_tot (eV)
1,-20481.3539
2,-27888.7312
3,-62662.1206
4,-86515.2931
5,-39931.9724